88
Properties=species:S:1:pos:R:3:forces:R:3 method="wB97M-V/def2-TZVPD" homo_ev="-12.5 / -12.5" total_charge=+2 fmax_ev_per_a=3.2
Ti 0.026 -0.217 0.021 2.8504 -1.3647 -0.3264
C 0.901 -1.513 2.220 0.3456 -0.2769 0.1536
C 1.416 -1.942 0.980 0.0812 -0.4939 0.4521
C 0.795 -3.008 0.313 0.1350 -0.1009 0.1409
C -0.307 -3.634 0.872 -0.0100 -0.0591 0.0949
C -0.799 -3.212 2.104 0.1168 0.0135 -0.0344
C -0.205 -2.147 2.770 -0.0295 -0.0335 0.1020
H 1.438 -0.767 2.792 -0.0258 0.1174 -0.1179
H 2.414 -1.639 0.681 -0.1097 0.3033 -0.1291
H 1.242 -3.397 -0.592 -0.0905 0.1012 -0.0900
H -0.744 -4.493 0.382 -0.0255 0.0156 -0.0304
H -1.628 -3.734 2.566 -0.0097 0.0031 -0.0108
H -0.568 -1.853 3.746 -0.0062 0.0540 -0.0226
N -1.109 1.522 -1.165 0.2249 -0.5020 -0.1673
C -1.626 0.694 -2.281 0.1226 0.0195 -0.2859
C -2.185 1.486 -3.474 0.2960 -0.1056 -0.0685
C -1.216 1.945 -4.579 -0.0798 -0.1035 0.0803
C -0.993 1.033 -5.827 0.0362 0.2773 0.1319
N -1.661 -0.276 -5.879 0.0147 -0.0024 0.3213
C -1.094 -1.476 -6.000 -0.3723 0.1731 -0.2684
N -1.868 -2.524 -6.318 0.1051 -0.0241 0.0560
N 0.211 -1.661 -5.849 0.2429 0.1842 0.4044
C -0.376 -0.177 -2.460 -0.0799 0.6223 -2.0266
O 0.499 0.096 -3.258 -0.5197 -0.6556 -0.3189
O -0.279 -1.115 -1.554 -0.4616 -0.8230 -0.9845
H -1.855 1.991 -0.660 -0.0235 -0.0675 0.1007
H -0.482 2.239 -1.534 0.1530 -0.0224 0.1146
H -2.406 0.053 -1.874 -0.0703 0.1014 0.0159
H -2.616 2.386 -3.031 -0.1499 -0.0078 -0.0833
H -3.018 0.932 -3.909 -0.0467 -0.0430 0.0557
H -0.248 2.174 -4.136 0.0330 0.0260 -0.0877
H -1.612 2.882 -4.968 0.0250 0.0242 0.0114
H 0.070 0.884 -5.993 0.0108 -0.0281 -0.0016
H -1.378 1.577 -6.688 0.1462 -0.0448 -0.1060
H -2.641 -0.239 -6.109 -0.0532 -0.0790 0.0739
H -2.818 -2.408 -6.627 0.0129 0.0599 -0.0441
H -1.463 -3.436 -6.435 -0.0163 -0.0355 -0.0049
H 0.747 -1.003 -5.295 -0.0739 -0.0039 -0.0297
H 0.587 -2.592 -5.919 0.0273 0.0119 -0.0312
O -3.596 1.892 3.350 -0.1891 0.0117 0.1937
C -2.525 2.690 3.414 0.2203 -0.0014 -0.0748
C -2.631 3.849 4.183 -0.1130 0.0197 0.0256
C -1.578 4.732 4.273 -0.0032 -0.0459 -0.0539
C -0.383 4.491 3.588 0.0599 0.0229 -0.0398
C -0.261 3.350 2.837 -0.0015 -0.0215 0.0168
C -1.313 2.421 2.742 0.1864 0.0253 0.0133
C -1.135 1.248 1.907 -0.7986 0.0714 0.2583
O 0.018 1.038 1.288 -0.3054 1.5831 1.7957
N -2.130 0.426 1.699 -0.0404 0.3530 0.5099
N -1.846 -0.532 0.730 -1.8542 0.2241 0.1329
C -2.854 -1.328 0.512 -0.2937 0.0361 -0.0436
S -2.935 -2.424 -0.846 -0.0223 -0.0763 0.2282
C -4.313 -3.392 -0.143 0.2048 0.1410 -0.0300
C -5.248 -2.421 0.536 0.0260 0.1676 0.1157
S -4.248 -1.286 1.550 0.1169 -0.1543 -0.1663
H -3.395 1.118 2.797 0.0588 0.0034 -0.1023
H -3.568 4.032 4.691 0.0194 0.0026 0.0221
H -1.680 5.627 4.871 -0.0291 -0.0068 0.0111
H 0.433 5.197 3.639 -0.0051 -0.0044 0.0350
H 0.652 3.153 2.293 0.0099 0.0082 0.0265
H -3.889 -4.105 0.565 -0.0603 -0.0472 -0.0223
H -4.794 -3.925 -0.960 0.0084 -0.0127 -0.0066
H -5.946 -2.927 1.202 0.0122 -0.0076 0.0090
H -5.808 -1.823 -0.181 -0.0207 -0.0391 -0.0256
Ge 2.247 0.719 -0.975 0.8818 0.9075 0.0834
C 2.297 2.452 -1.916 -0.1355 -0.3896 0.3342
C 2.938 2.526 -3.151 -0.0317 0.0545 0.0221
C 3.104 3.750 -3.784 -0.0659 -0.0269 -0.0427
C 2.615 4.908 -3.194 0.0019 0.0431 -0.0204
C 1.975 4.846 -1.965 -0.1067 0.0391 0.0087
C 1.809 3.621 -1.333 0.0070 -0.0813 -0.0371
C 3.463 0.769 0.609 -0.4085 0.0173 -0.4593
C 3.167 1.472 1.774 0.1271 0.0091 -0.0102
C 4.090 1.543 2.810 -0.1166 -0.0173 0.0093
C 5.308 0.888 2.695 0.0291 0.0115 0.0637
C 5.609 0.177 1.542 0.0099 -0.1056 -0.0097
C 4.686 0.108 0.506 0.0164 0.0855 0.0604
H 3.057 -0.199 -1.928 -0.3410 -0.1894 0.0706
H 3.324 1.621 -3.607 0.0444 0.0345 -0.0221
H 3.625 3.803 -4.732 -0.0159 0.0086 -0.0104
H 2.735 5.861 -3.692 0.0505 0.0055 0.0240
H 1.616 5.753 -1.494 -0.0213 0.0005 -0.0229
H 1.318 3.577 -0.363 0.0439 0.0613 0.0302
H 2.216 1.975 1.867 0.0267 0.0510 0.0340
H 3.854 2.110 3.702 0.0304 -0.0262 0.0201
H 6.022 0.931 3.506 0.0203 0.0295 -0.0229
H 6.564 -0.323 1.448 -0.0055 -0.0047 0.0109
H 4.930 -0.440 -0.397 0.0479 -0.0015 0.0180

=====

78
Properties=species:S:1:pos:R:3:forces:R:3 method="wB97M-V/def2-TZVPD" homo_ev=-2.4 total_charge=-1 fmax_ev_per_a=0.6
Pt 0.575 0.314 -0.811 0.4040 0.3201 -0.2230
C -3.157 -1.757 -1.654 0.0507 0.0226 -0.0333
C -2.148 -0.789 -1.592 0.0900 -0.1153 0.0540
N -0.966 -1.027 -1.051 -0.2848 0.0276 -0.0175
C -0.713 -2.271 -0.570 -0.0043 0.0380 0.0434
C -1.665 -3.292 -0.585 -0.0724 0.0262 -0.0425
C -2.926 -3.001 -1.137 0.0994 -0.0354 0.0763
C -1.316 -4.580 -0.057 0.1146 -0.0234 0.0664
C -0.080 -4.823 0.431 -0.1375 0.0366 -0.0469
C 0.921 -3.796 0.439 0.0837 0.0013 -0.0130
C 2.223 -3.985 0.935 -0.0759 -0.0396 -0.0590
C 3.106 -2.939 0.920 0.0023 0.0200 -0.0294
C 2.695 -1.701 0.409 -0.0493 -0.0232 0.0034
N 1.483 -1.504 -0.070 -0.0014 0.0155 -0.0395
C 0.600 -2.529 -0.054 0.0096 0.0376 0.0495
H -4.110 -1.496 -2.090 0.0061 0.0183 -0.0103
H -2.305 0.205 -1.982 -0.0174 0.0020 0.0412
H -3.694 -3.765 -1.148 -0.0104 -0.0013 0.0008
H -2.071 -5.356 -0.056 -0.0214 0.0037 0.0001
H 0.171 -5.797 0.832 0.0186 0.0017 0.0080
H 2.506 -4.953 1.333 0.0056 0.0173 0.0069
H 4.112 -3.047 1.303 -0.0218 0.0145 0.0026
H 3.354 -0.841 0.385 -0.0225 0.0098 0.0006
C 5.038 2.304 0.390 0.1772 -0.0428 0.0153
O 3.950 3.151 0.714 0.0187 0.0470 -0.0131
C 2.695 2.843 0.320 -0.2557 0.1323 0.0359
S 1.502 3.829 0.863 -0.0083 -0.0306 0.0428
S 2.582 1.491 -0.760 -0.2125 -0.3656 -0.0335
H 5.901 2.759 0.872 0.0302 0.0002 -0.0067
H 5.197 2.248 -0.687 0.0186 -0.0030 0.0076
H 4.880 1.298 0.780 0.0185 0.0103 -0.0106
C -4.991 -0.592 5.652 0.0203 -0.0059 -0.0242
C -4.389 -0.435 4.275 -0.0120 -0.0020 0.0189
C -5.223 -0.238 3.180 -0.0442 -0.0071 0.0268
C -4.637 -0.123 1.912 0.0217 -0.0456 -0.0373
C -5.503 0.116 0.698 0.0285 0.0260 0.0352
C -3.275 -0.196 1.773 -0.0393 -0.0762 -0.0194
C -2.352 -0.360 2.867 -0.1111 -0.0396 0.0559
C -3.012 -0.500 4.138 0.0017 -0.0469 -0.0001
N -1.070 -0.366 2.543 0.1267 0.1509 -0.1278
C 0.051 -0.403 3.458 0.0565 -0.2439 0.0245
C 1.130 0.525 2.873 -0.0057 -0.1437 -0.1017
C -0.134 0.019 4.926 -0.0203 0.0706 -0.0195
C 0.609 -1.839 3.471 -0.0443 0.0419 0.0711
H -6.070 -0.437 5.629 -0.0266 0.0027 0.0036
H -4.559 0.124 6.354 0.0022 0.0032 0.0196
H -4.803 -1.593 6.051 0.0007 -0.0095 0.0145
H -6.298 -0.183 3.303 -0.0493 0.0096 0.0012
H -6.555 -0.072 0.919 -0.0385 -0.0115 0.0085
H -5.209 -0.534 -0.128 -0.0078 -0.0139 -0.0392
H -5.414 1.148 0.351 -0.0154 0.0239 -0.0163
H -2.822 -0.095 0.796 0.0300 0.0909 -0.1008
H -2.443 -0.671 5.036 -0.0293 0.0023 0.0126
H 0.899 1.573 3.065 -0.0425 0.0071 0.0074
H 1.177 0.403 1.786 -0.0092 -0.0086 0.1984
H 2.107 0.291 3.308 0.1200 0.0941 0.0310
H -0.652 0.977 4.993 -0.0690 -0.0055 0.0207
H 0.850 0.133 5.390 0.0417 0.0319 -0.0045
H -0.682 -0.724 5.503 0.0901 0.0329 0.0447
H 0.871 -2.133 2.458 -0.0024 0.0011 0.0057
H -0.155 -2.529 3.838 -0.0266 -0.0225 0.0096
H 1.499 -1.928 4.104 0.0510 -0.0194 0.0337
C -1.668 3.557 -3.764 0.0420 -0.0182 0.0023
Si -0.376 2.262 -3.288 -0.0463 0.0159 -0.0838
C -0.731 0.727 -4.341 -0.0078 0.0363 0.0790
C 1.285 2.951 -3.826 -0.0176 -0.0490 0.0708
C -0.488 1.931 -1.465 0.0868 0.0365 -0.0360
H -1.620 3.810 -4.825 0.0015 0.0039 -0.0534
H -1.505 4.473 -3.193 0.0019 0.0430 0.0189
H -2.680 3.210 -3.545 -0.0434 -0.0258 0.0166
H -0.321 0.841 -5.346 0.0050 0.0373 -0.0623
H -1.804 0.550 -4.446 -0.0585 -0.0332 0.0054
H -0.281 -0.161 -3.895 0.0446 -0.0335 0.0027
H 1.257 3.217 -4.885 -0.0085 0.0170 -0.0387
H 2.091 2.235 -3.669 0.0374 -0.0481 0.0091
H 1.529 3.846 -3.251 0.0237 0.0392 0.0317
H -1.539 1.831 -1.161 0.0445 -0.0347 0.0734
H -0.114 2.810 -0.931 -0.0551 0.0038 -0.0650

=====

21
Properties=species:S:1:pos:R:3:forces:R:3 method="wB97M-V/def2-TZVPD" homo_ev="-8.7 / -8.7" total_charge=0 fmax_ev_per_a=4.1
C -2.808 -0.390 0.891 1.1475 -1.2527 0.1367
C -1.725 0.569 -0.859 1.4251 -0.3462 -3.2484
C 1.926 -1.588 1.648 -1.6833 2.9624 -2.2006
C -2.910 1.466 -0.438 0.4009 -1.4350 -0.4884
C 2.079 -0.227 0.981 -0.3262 0.8760 2.5055
N -1.914 -0.695 -0.155 -0.3591 1.1961 1.9486
N 0.532 -1.229 1.896 -3.3806 -0.7356 -2.0783
O -2.898 -1.142 1.815 -1.0644 0.3938 0.7305
O 0.102 -1.948 -1.082 0.0432 -0.1494 0.7810
O -3.426 0.792 0.725 -0.1943 0.0263 -0.1589
O 0.723 0.063 1.342 -1.0191 -0.0043 0.8080
P -0.741 -1.935 0.139 1.3879 1.6517 -0.0531
Cl -1.793 -3.626 0.382 0.1067 0.1313 0.2482
H -1.679 0.183 -1.953 -0.3090 1.6220 1.4178
H -0.811 1.173 -0.684 -0.0796 -1.0667 0.2860
H 2.169 -2.287 0.976 0.3739 -3.3243 -2.2596
H 2.305 -1.764 2.556 2.1245 -0.4325 3.3143
H -2.650 2.481 -0.203 0.4447 0.2496 0.5039
H -3.606 1.541 -1.253 -0.9257 -0.3399 -0.0351
H 2.674 0.445 1.587 0.7397 0.3340 -0.6038
H 2.068 -0.100 -0.059 1.1473 -0.3564 -1.5542